ORCA calculation (ωB97M-V with the def2-TZVPD basis set) on a molecular structure, C16H17BrN4SW.

Geometry as ORCA input:
```
! wB97M-V def2-TZVPD RIJCOSX def2/J DEFGRID3
* xyz 2 3
W -1.29 -0.11 0.23
C 2.76 -3.46 -3.03
C 2.35 -3.71 -1.59
N 0.93 -3.42 -1.36
C 0.46 -2.21 -1.12
S -1.33 -2.07 -0.93
N 1.25 -1.16 -1.04
N 0.55 -0.02 -0.77
C 1.05 1.13 -1.08
C 2.41 1.31 -1.66
C 0.13 2.26 -0.90
C 0.43 3.55 -1.28
C -0.56 4.53 -1.20
C -1.82 4.19 -0.76
C -2.06 2.89 -0.38
N -1.11 1.94 -0.43
H 3.82 -3.70 -3.15
H 2.61 -2.42 -3.31
H 2.19 -4.09 -3.72
H 2.93 -3.09 -0.90
H 2.50 -4.75 -1.31
H 0.26 -4.16 -1.47
H 2.96 0.37 -1.63
H 2.95 2.08 -1.11
H 2.33 1.64 -2.70
H 1.42 3.79 -1.66
H -0.33 5.55 -1.50
H -2.62 4.92 -0.71
H -3.04 2.58 -0.02
Br -3.14 -0.10 6.37
C -2.43 -0.27 4.66
C -1.58 -1.36 4.38
C -1.04 -1.52 3.13
C -1.35 -0.59 2.13
C -2.21 0.49 2.42
C -2.75 0.66 3.69
H -1.36 -2.07 5.17
H -0.39 -2.36 2.92
H -2.47 1.26 1.68
H -3.40 1.49 3.92
*
```

* expectation value of S²: 2.02
* HOMO-LUMO gap (spin up / spin down): 6.89 / 6.85 eV
* HOMO (spin up / spin down): -14.87 / -15.12 eV

***

ORCA calculation (ωB97M-V with the def2-TZVPD basis set) on a single C5H11NO molecule at a distorted geometry.

Geometry as ORCA input:
```
! wB97M-V def2-TZVPD RIJCOSX def2/J DEFGRID3
* xyz 0 1
C -0.20 0.92 1.50
C -1.55 -0.99 -0.13
C -0.24 2.24 0.76
C -0.26 -0.48 0.35
N 1.52 -1.45 -2.16
C 1.00 -0.51 0.19
O 1.17 -1.88 -0.85
H 0.98 -2.03 -2.81
H 2.48 -1.76 -2.32
H 1.96 -0.04 0.23
H 0.62 0.86 2.22
H -1.12 0.72 2.04
H -1.35 -1.51 -1.08
H -1.98 -1.69 0.60
H -2.25 -0.17 -0.29
H -1.01 2.24 -0.02
H -0.49 3.06 1.45
H 0.72 2.47 0.30
*
```

* SMILES: CC/C(C)=C/ON
* HOMO-LUMO gap: 9.32 eV
* HOMO: -8.27 eV

***

Sequential ΔE to the lowest compared entry with this formula, charge and spin output: 11.0 556.0 kJ/mol